(1)
The following is a quantum chemistry calculation of a structure of composition C15H21AsCuN5OS2, from the Open Molecules 2025 dataset.

Atoms and positions in Å:
Cu  -1.107765  0.541415  0.697076
N  -0.453061  3.009160  4.139632
C  -0.748034  2.096424  3.206208
S  -0.958944  2.649786  1.576011
N  -0.866228  0.848096  3.629483
N  -1.156283  0.008780  2.630209
C  -1.409926  -1.221627  2.875554
C  -1.742420  -2.068673  1.733620
C  -2.043504  -3.418219  1.871551
C  -2.365808  -4.152103  0.742719
C  -2.381858  -3.521864  -0.493316
C  -2.069358  -2.173598  -0.549064
N  -1.752613  -1.464918  0.530730
H  -0.383925  3.979986  3.897747
H  -0.379587  2.720758  5.100524
H  -1.397789  -1.609947  3.888325
H  -2.029301  -3.872779  2.852654
H  -2.608523  -5.202970  0.826270
H  -2.639767  -4.055523  -1.396536
H  -2.073872  -1.632385  -1.488151
S  -1.746395  1.132789  -1.489281
C  -0.690026  2.396601  -1.934673
N  -1.113270  3.238997  -2.910836
C  -0.401466  4.287156  -3.387071
C  0.830321  4.555124  -2.877261
C  1.321504  3.714009  -1.863100
C  0.587272  2.653024  -1.400594
H  -2.039344  3.063420  -3.280529
H  -0.873946  4.868530  -4.164505
H  1.400471  5.393122  -3.246650
H  2.296741  3.909747  -1.436373
H  0.952494  1.996888  -0.621463
C  1.426142  -1.346316  -2.168891
As  1.841713  -1.211652  -0.297440
C  3.727419  -0.895155  -0.151396
C  1.495813  -2.927214  0.494279
O  0.998749  0.010597  0.433470
H  1.957173  -2.183885  -2.619041
H  1.719713  -0.417974  -2.656649
H  0.351420  -1.479415  -2.279660
H  4.287087  -1.699223  -0.627029
H  3.987762  -0.834786  0.903517
H  3.961154  0.052237  -0.633215
H  2.172415  -3.672901  0.078839
H  0.465440  -3.217966  0.295628
H  1.652188  -2.845571  1.568665

Cartesian forces (eV/Å) of the 3 atoms listed first:
Cu -0.0382 -0.0230 -0.0084
N -0.0063 0.0006 0.0110
C 0.0400 0.0130 -0.0224

Summary:
Energy above the lowest of the compared OMol25 structures with the same formula, charge and spin ... 9.6 kJ/mol
2S+1 ... 2
Net charge ... +1
LUMO energy (spin up / spin down) ... -2.98 / -3.13 eV
Kohn-Sham gap (spin up / spin down) ... 7.471 / 7.294 eV

(2)
The following is a quantum chemistry calculation of a cluster of 3 separate species, C15H21ClN4O6 in total at a distorted geometry, from the Open Molecules 2025 dataset.

Atoms and positions in Å:
C  1.239966  1.797230  -1.849082
C  1.141997  0.837942  -3.132909
O  1.154440  -0.583119  -2.842040
C  0.087392  -0.968788  -1.981146
C  -1.357019  -0.864626  -2.578520
O  -1.653283  -0.412345  -3.898009
C  -2.581945  -1.323134  -1.699342
C  -2.295731  -1.843860  -0.280460
C  -0.847013  -1.963191  0.360416
N  -0.791637  -2.473981  1.704595
C  0.577629  -2.542816  2.096922
C  1.819247  -2.147722  1.246469
C  3.285884  -2.330807  1.876512
Cl  3.423767  -3.705753  3.081913
C  3.894832  -0.994803  2.520090
C  3.226945  -0.537792  3.905334
N  1.711485  -1.610394  -0.065905
C  0.348797  -1.517860  -0.513443
H  2.195389  1.544642  -1.277546
H  1.374580  2.869993  -2.263694
H  0.290465  1.766638  -1.208355
H  2.085796  1.042306  -3.773856
H  0.258902  1.198522  -3.761753
H  -1.215824  -1.037719  -4.518374
H  -3.665126  -1.291824  -2.095294
H  -3.201886  -2.197601  0.338938
H  0.784696  -2.935301  3.163027
H  3.969679  -2.611791  0.985907
H  3.913969  -0.106294  1.781010
H  5.005304  -1.229446  2.756452
H  3.596115  -1.280188  4.709803
H  3.700518  0.476611  4.203521
H  2.089316  -0.436565  3.882928
C  -3.072159  -1.016411  3.220435
N  -4.433249  -0.723378  3.741782
O  -5.157883  -0.019398  3.055252
O  -4.726579  -1.210385  4.821859
H  -2.950275  -0.522032  2.258240
H  -2.353590  -0.633441  3.944281
H  -2.986953  -2.096570  3.112071
C  -1.753873  4.752651  -3.745408
N  -0.323105  4.869466  -3.360475
O  0.467572  4.111936  -3.902011
O  -0.043680  5.716421  -2.528570
H  -1.854050  3.963683  -4.488851
H  -2.317229  4.508539  -2.845342
H  -2.062592  5.712754  -4.157375

Cartesian forces (eV/Å) of the 3 atoms listed first:
C 0.3706 0.1160 -0.8486
C 0.8546 2.2342 -0.2350
O -1.8576 0.0278 1.7190

Summary:
SMILES ... CCOc1c(O)ccc2ncc([C@H](Cl)CC)nc12.C[N+](=O)[O-].C[N+](=O)[O-]
LUMO energy ... -1.17 eV
Kohn-Sham gap ... 7.409 eV

(3)
The following is a quantum chemistry calculation of a structure of composition C15H21CuN3O3PSTe at a distorted geometry, from the Open Molecules 2025 dataset.

Atoms and positions in Å:
Cu  0.270552  -0.539957  -1.483758
S  -2.128701  -2.964416  -4.487253
C  -1.123979  -2.003105  -3.685343
N  -0.349370  -1.281980  -3.125199
C  1.779253  0.478682  -0.702162
C  3.041945  -0.198835  -0.815248
C  4.111801  0.444366  -1.486206
C  5.373108  -0.106585  -1.478873
C  5.619329  -1.383993  -0.946966
C  4.541940  -2.047886  -0.372195
C  3.259482  -1.520520  -0.402492
H  1.673746  1.346369  -1.340468
H  1.400683  0.706674  0.314905
H  3.931746  1.396272  -1.982677
H  6.205278  0.483555  -1.881790
H  6.631251  -1.799057  -0.979841
H  4.694194  -3.019102  0.113162
H  2.405958  -2.081550  -0.064148
C  -2.037006  4.393733  -1.273382
C  -2.312444  3.873092  0.114408
O  -3.062440  2.600347  0.025938
P  -2.391766  1.144135  -0.222799
O  -1.128740  1.137595  -1.046409
Te  -3.848187  -0.652775  -0.947946
O  -1.920289  0.694262  1.286565
C  -2.838387  0.485309  2.400588
C  -2.036985  0.681587  3.652378
H  -1.504423  5.342575  -1.155637
H  -2.953001  4.583343  -1.841370
H  -1.381596  3.691778  -1.818895
H  -2.968529  4.511908  0.733474
H  -1.384083  3.630127  0.682473
H  -3.247251  -0.516949  2.253982
H  -3.674531  1.234383  2.293858
H  -1.096913  0.132044  3.652707
H  -2.651178  0.330899  4.477823
H  -1.807679  1.753963  3.801752
N  -0.790540  -2.879716  1.827783
C  -1.430830  -3.524017  0.807294
C  -1.080014  -2.871029  -0.339771
N  -0.167473  -1.889827  -0.052070
C  -0.005666  -1.924440  1.267563
H  -0.742923  -3.177188  2.796143
H  -2.127487  -4.347431  0.936555
H  -1.442018  -3.014136  -1.347673
H  0.694165  -1.332503  1.841220

Cartesian forces (eV/Å) of the 3 atoms listed first:
Cu 0.0180 0.7484 0.2422
S -0.3201 -0.3656 -0.1831
C 1.9747 1.8295 1.0925

Summary:
Energy above the lowest of the compared OMol25 structures with the same formula, charge and spin ... 0.0 kJ/mol
2S+1 ... 2
Net charge ... -1
LUMO energy (spin up / spin down) ... 2.42 / 2.26 eV
Kohn-Sham gap (spin up / spin down) ... 6.154 / 5.989 eV

(4)
The following is a quantum chemistry calculation of a structure of composition C15H21F5InS4Si at a distorted geometry, from the Open Molecules 2025 dataset.

Atoms and positions in Å:
In  -0.890179  1.049500  1.220284
S  -1.169954  0.624645  3.654686
S  -0.835608  2.585045  4.407458
S  0.609531  3.364436  3.155083
S  -0.387863  3.457441  1.364867
C  2.548914  -0.092817  1.889704
Si  1.318590  -0.067754  0.489297
C  0.891025  -1.852515  0.121281
C  0.157079  -2.051110  -1.215794
C  -0.026100  -2.374521  1.177552
C  2.108023  -2.862367  0.033764
C  2.090466  0.834052  -1.017764
C  0.859425  1.159329  -1.925692
C  3.141487  -0.039245  -1.728911
C  2.790329  2.123832  -0.596640
H  3.429499  -0.633785  1.577888
H  2.241033  -0.593479  2.820630
H  2.687620  0.925709  2.190925
H  -0.817389  -1.639012  -1.175912
H  0.175318  -3.141683  -1.403625
H  0.690719  -1.608575  -2.055120
H  -0.956659  -1.770573  1.251285
H  0.515089  -2.315911  2.120317
H  -0.391560  -3.436194  0.915384
H  2.763096  -2.549584  -0.779245
H  1.782895  -3.876966  -0.256967
H  2.689807  -2.986734  0.917242
H  0.148723  0.406339  -2.042530
H  1.242733  1.392760  -2.923758
H  0.372714  2.062305  -1.565732
H  2.898441  -1.003663  -2.227646
H  3.866293  -0.335084  -0.923265
H  3.664862  0.483712  -2.504125
H  2.111810  2.816999  -0.103449
H  3.193455  2.556340  -1.526129
H  3.615719  1.956067  0.124901
F  -2.507377  2.496859  -1.332930
C  -3.320283  1.605147  -0.769573
C  -2.924672  0.831604  0.314682
C  -3.845964  -0.078229  0.846464
F  -3.485424  -0.859434  1.877237
C  -5.133675  -0.188002  0.371143
F  -5.992165  -0.956896  0.999616
C  -5.531402  0.553139  -0.785543
F  -6.768615  0.343366  -1.273453
C  -4.608827  1.452032  -1.340267
F  -5.010958  2.233476  -2.367640

Cartesian forces (eV/Å) of the 3 atoms listed first:
In 0.1351 -0.0832 -0.1144
S 0.1744 0.5439 0.6034
S 0.0865 -0.4887 -0.4073

Summary:
Energy above the lowest of the compared OMol25 structures with the same formula, charge and spin ... 0.0 kJ/mol
Net charge ... -1
LUMO energy ... 2.65 eV
Kohn-Sham gap ... 7.308 eV

(5)
The following is a quantum chemistry calculation of an isolated molecule of C15H21N3O4S at a distorted geometry, from the Open Molecules 2025 dataset.

Atoms and positions in Å:
C  -2.255278  -1.798330  3.117613
N  -0.878922  -2.371712  2.993958
C  0.306049  -1.913167  2.549559
O  1.329643  -2.492080  2.589723
C  0.284602  -0.548785  1.969343
C  1.404398  0.410872  2.058695
C  2.251434  0.851269  0.867224
C  2.044308  2.052732  0.085259
C  2.953534  2.403824  -0.852118
C  4.121262  1.674617  -1.116510
O  5.007978  2.208497  -1.940648
C  4.368513  0.459795  -0.363220
C  3.365109  0.053749  0.536690
N  -0.059901  -0.640245  0.565813
C  -0.931906  0.033954  -0.108068
O  -1.616071  0.956128  0.457808
C  -1.227186  -0.174453  -1.618882
C  -0.163714  0.478669  -2.589102
S  0.183985  -0.516747  -4.015450
N  -2.625631  0.151261  -1.907649
C  -3.685111  -0.536978  -1.550290
C  -5.047284  0.101068  -1.412597
O  -3.466874  -1.717827  -1.195996
H  -2.964141  -2.627771  2.787241
H  -2.418630  -1.047517  2.345420
H  -2.601881  -1.553609  4.163290
H  -0.705568  -3.351369  3.062971
H  -0.485647  -0.096678  2.533889
H  1.056617  1.342940  2.617120
H  2.202086  -0.004208  2.695389
H  1.178318  2.661614  0.275025
H  2.829764  3.285919  -1.496669
H  5.758576  1.630445  -1.890089
H  5.254596  -0.050618  -0.389208
H  3.556996  -0.837775  0.940096
H  0.409676  -1.429100  0.032967
H  -1.102769  -1.272834  -1.839417
H  -0.529597  1.360144  -2.969286
H  0.817259  0.636310  -2.037071
H  1.129240  0.421253  -4.304064
H  -2.878624  1.066718  -1.711577
H  -5.081088  0.397768  -0.327732
H  -5.315881  0.943341  -2.038572
H  -5.772251  -0.601103  -1.570863

Cartesian forces (eV/Å) of the 3 atoms listed first:
C -0.5608 -2.1274 -0.6033
N -0.5941 -0.3035 0.3236
C -1.3774 2.9475 -0.3538

Summary:
SMILES ... CNC(=O)[C@@H](Cc1ccc(O)cc1)NC(=O)[C@H](CS)NC(C)=O
Energy above the lowest of the compared OMol25 structures with the same formula, charge and spin ... 326.8 kJ/mol
LUMO energy ... 0.57 eV
Kohn-Sham gap ... 8.954 eV

(6)
The following is a quantum chemistry calculation of a structure of composition C15H21N4O3PtSTe at a distorted geometry, from the Open Molecules 2025 dataset.

Atoms and positions in Å:
Pt  -1.018525  -1.441025  0.128049
N  4.848262  3.577603  -2.214380
C  4.180906  2.465236  -1.790033
C  4.575536  1.802823  -0.616763
C  3.894023  0.689788  -0.179969
C  2.802669  0.220823  -0.907189
C  2.390104  0.868329  -2.067417
C  3.076097  1.979241  -2.507101
S  1.929388  -1.157159  -0.330874
O  1.149137  -1.688764  -1.428002
O  2.790218  -2.011834  0.425291
N  0.723484  -0.551788  0.682271
C  0.640293  -1.002476  1.986207
N  -0.564607  -1.620086  2.103835
C  -0.927942  -2.114300  3.284580
C  -0.068802  -1.986970  4.355281
C  1.155782  -1.363197  4.127736
N  1.521451  -0.865337  2.948301
H  5.727767  3.818547  -1.794746
H  4.678154  3.938129  -3.135516
H  5.430315  2.166530  -0.060669
H  4.208661  0.169462  0.714903
H  1.544590  0.483791  -2.622537
H  2.773365  2.476509  -3.420610
H  -1.890537  -2.600508  3.358232
H  -0.334825  -2.366143  5.329712
H  1.874210  -1.257552  4.931742
C  -2.671726  1.481390  0.043356
C  -1.670390  1.358466  -1.064146
C  -1.233428  2.596285  -1.778819
O  -1.160497  0.284440  -1.353227
H  -3.385368  2.282391  -0.137985
H  -2.125546  1.721770  0.960473
H  -3.180006  0.529698  0.195619
H  -2.069745  3.266782  -1.968977
H  -0.719626  2.340645  -2.701532
H  -0.532296  3.123098  -1.124027
C  -4.210882  -2.018520  -1.772899
Te  -2.986747  -3.049628  -0.380040
C  -4.320764  -2.771003  1.247444
H  -5.160672  -2.541644  -1.846163
H  -3.705371  -2.034468  -2.735148
H  -4.358338  -0.993092  -1.444955
H  -4.591706  -1.721851  1.323356
H  -3.824738  -3.098904  2.156902
H  -5.201327  -3.385539  1.080415

Cartesian forces (eV/Å) of the 3 atoms listed first:
Pt -0.4389 0.8143 0.4205
N -0.0368 0.0514 0.0291
C 0.0184 -0.0206 -0.0080

Summary:
Energy above the lowest of the compared OMol25 structures with the same formula, charge and spin ... 93.7 kJ/mol
Net charge ... +1
LUMO energy ... -3.47 eV
Kohn-Sham gap ... 7.078 eV

Energy values, unit Ha, following the record order: -5605.67427; -1714.40867; -3622.35239; -3155.99329; -1447.54673; -1814.20468.